Below is a single C5H8O molecule, with properties calculated with ωB97M-V/def2-TZVPD.

XYZ file:
```
14
Properties=species:S:1:pos:R:3:forces:R:3:mulliken_charge:R:1
C -0.53739 -1.55590 0.04447 -0.067 -0.110 0.019 -1.39
C -0.23553 -0.11126 -0.38128 -0.319 -0.299 -0.052 0.72
C -0.92436 0.89509 0.53733 0.092 -0.163 0.093 -0.61
O -0.55668 2.21020 0.19094 -0.557 0.109 0.091 -0.49
C 1.20654 0.12339 -0.43938 0.856 -0.133 -0.076 -1.00
C 2.40498 0.23325 -0.51938 -0.378 -0.283 0.038 0.18
H -0.28618 -1.72126 1.09946 0.033 0.087 -0.215 0.33
H 0.03777 -2.26284 -0.55839 -0.091 0.076 0.080 0.38
H -1.60191 -1.78172 -0.08496 0.153 0.088 0.008 0.37
H -0.63240 0.05804 -1.39073 0.079 -0.047 0.087 0.14
H -2.00653 0.78329 0.41473 0.129 0.194 0.051 0.31
H -0.67475 0.67343 1.58806 -0.014 0.027 -0.169 0.29
H 0.39139 2.19215 0.05391 0.395 0.201 -0.018 0.32
H 3.47226 0.18799 -0.60764 -0.313 0.252 0.064 0.45
```
Positions in Å, forces in eV/Å.

## Properties
* energy above the lowest of the compared OMol25 structures with the same formula, charge and spin: 202.99 kJ/mol
* Kohn-Sham gap: 11.13 eV
* SMILES: C#C[C@@H](C)CO
* energy: -270.4806 Eh
* HOMO: -0.3715 Ha